# C23H34Cl2N3O3V

C23H34Cl2N3O3V as an isolated structure in a non-equilibrium geometry (the ωB97M-V functional and the def2-TZVPD basis, OMol25).

Structure (XYZ):
```
66
Properties=species:S:1:pos:R:3:nbo_charge:R:1
H 0.02 3.26 -2.38 0.146
C 1.90 3.51 4.01 -0.194
C 1.64 3.47 1.22 -0.328
H -3.24 -0.95 0.94 0.233
Cl -2.15 1.15 -0.49 -0.626
H -1.71 2.29 -5.19 0.202
C -0.03 2.16 -2.43 0.580
H 5.63 0.39 0.35 0.183
H 0.74 -0.91 2.33 0.179
H 3.82 4.44 3.65 0.198
C -0.68 -0.89 3.97 -0.654
O 1.41 0.31 0.64 -0.683
H 1.99 3.53 5.10 0.204
H 0.20 -1.09 4.59 0.189
H -1.05 -3.01 0.23 0.184
V -0.14 -0.16 -0.54 1.161
H 0.05 -0.26 -3.48 0.257
H -1.25 2.05 2.10 0.404
Cl 1.32 -1.81 -1.43 -0.610
H 1.52 3.41 0.13 0.212
C -2.71 -5.46 -2.80 -0.229
C -3.51 -4.76 -3.72 -0.307
H -3.41 -1.68 -2.24 0.216
N -0.53 2.46 1.51 -0.810
C 2.60 0.17 0.21 0.587
C -3.76 -3.39 -3.53 -0.220
C -1.61 2.63 -4.16 -0.399
C -2.64 -1.49 1.68 -0.705
H -1.46 -1.60 4.27 0.196
C -0.33 -1.02 2.50 -0.311
H 2.80 0.10 -0.86 0.181
H -0.78 2.51 0.52 0.423
H -1.04 0.23 -4.85 0.195
N -0.78 1.69 -3.42 -0.374
C -2.11 -4.80 -1.73 -0.236
C 2.77 4.01 1.80 -0.187
N 3.66 0.04 1.00 -0.407
H 4.00 -0.41 3.03 0.195
O -1.37 -1.43 -1.05 -0.775
H -4.37 -2.83 -4.23 0.190
H -2.99 -1.16 2.68 0.178
C -1.59 -2.60 -0.63 0.195
H -3.95 -5.28 -4.57 0.189
C -2.35 -3.42 -1.56 -0.058
H 4.65 -0.76 -0.61 0.227
H -1.74 -0.20 -3.26 0.259
C 2.92 4.02 3.19 -0.324
C 3.72 0.45 2.40 -0.418
C 4.90 -0.43 0.39 -0.399
C -1.20 -1.22 1.51 -0.199
H -0.06 2.57 4.05 0.208
H -2.55 -6.54 -2.94 0.192
C -3.21 -2.74 -2.43 -0.251
O 0.56 1.44 -1.58 -0.694
C 0.60 2.96 2.04 0.307
H -1.44 -5.30 -1.02 0.202
H 2.76 0.86 2.74 0.258
C -0.88 0.27 -3.77 -0.428
H -2.91 -2.55 1.61 0.214
H -2.61 2.73 -3.71 0.218
C 0.75 2.97 3.45 -0.316
H -1.05 0.12 4.21 0.183
H 3.56 4.43 1.16 0.199
H 5.32 -1.26 0.97 0.202
H 4.50 1.22 2.52 0.197
H -1.12 3.61 -4.13 0.200
```

2S+1: 4
Charge: -1
Maximum force: 3.74 eV/Å
HOMO-LUMO gap (alpha / beta): 4.0 / 5.9 eV

=====

# C23H34IN3NdO7S

C23H34IN3NdO7S as an isolated structure in a non-equilibrium geometry (the ωB97M-V functional and the def2-TZVPD basis, OMol25).

Structure (XYZ):
```
70
Properties=species:S:1:pos:R:3:nbo_charge:R:1
H -1.33 1.07 -3.15 0.217
C -1.41 3.35 -0.49 0.056
H 8.15 -0.12 1.78 0.228
H -1.65 0.65 5.04 0.249
H -3.99 0.52 0.60 0.230
H 0.90 5.44 -1.92 0.239
H -2.87 -3.86 -0.68 0.179
O -2.63 -2.02 0.30 -0.549
C -3.98 -1.62 0.11 -0.089
H -1.96 -0.12 -4.28 0.209
C -0.97 -3.63 0.29 -0.092
O -2.95 0.13 -1.13 -0.567
O -0.29 -2.77 -0.68 -0.572
C 5.62 -0.82 0.84 -0.229
H 4.35 2.05 -1.41 0.223
H -0.69 -4.62 0.08 0.207
C -1.87 1.07 2.95 0.765
H -3.67 -0.91 5.14 0.223
N -0.64 2.26 -0.27 -0.587
H -2.46 -1.47 4.04 0.225
H -0.69 -4.05 -2.23 0.194
C -1.35 -2.14 -2.77 -0.091
C 6.06 1.27 -0.33 -0.217
C 1.30 3.51 -1.04 -0.248
C -0.87 4.47 -1.11 -0.275
C -3.21 0.11 -2.54 -0.095
N -1.25 2.25 2.93 -0.771
O -2.06 0.44 1.88 -0.738
H -1.57 5.26 -1.23 0.229
H -3.79 1.01 -2.86 0.203
N 1.40 1.23 -0.13 -1.046
C -3.19 -0.73 4.21 -0.600
C -1.88 0.13 -3.23 -0.088
H -1.41 -2.32 -3.88 0.201
Nd -0.44 -0.27 0.08 1.742
H -3.83 -0.75 -2.83 0.187
H -4.61 -1.84 0.99 0.200
C 0.50 4.56 -1.45 -0.120
H 2.39 3.48 -1.17 0.242
C -2.44 0.59 4.29 -0.496
C 3.87 0.26 -0.39 -0.419
H -2.37 -2.34 -2.47 0.170
O -0.99 -0.78 -2.54 -0.552
I 1.07 -0.85 2.75 -0.578
H -2.91 -3.96 1.08 0.209
O 1.70 -0.93 -1.13 -0.995
H -0.71 2.50 2.13 0.411
C 6.52 0.17 0.41 0.034
C 7.98 0.10 0.73 -0.642
H -3.99 -0.83 3.45 0.208
C -2.45 -3.44 0.26 -0.092
S 2.32 0.40 -1.12 2.359
H -3.12 1.41 4.61 0.232
H -5.02 0.07 -0.81 0.204
H -0.93 2.71 3.77 0.410
H -4.43 -2.29 -0.63 0.178
H 8.48 -0.71 0.23 0.232
C 4.74 1.30 -0.76 -0.145
C 0.69 2.38 -0.47 0.390
O 2.43 0.93 -2.44 -0.926
H 0.65 -2.90 -2.42 0.236
H -0.47 -3.33 1.24 0.242
H -2.46 3.32 -0.28 0.211
H 3.59 -1.49 0.66 0.232
C 4.29 -0.74 0.43 -0.083
C -0.36 -3.05 -2.08 -0.085
H 5.97 -1.64 1.46 0.227
H 8.57 1.03 0.50 0.223
H 6.72 2.04 -0.64 0.221
C -4.07 -0.16 -0.27 -0.089
```

2S+1: 4
Energy relative to the best compared isomer or geometry (same formula, charge and spin): 0.000 eV
Charge: +1
Maximum force: 1.92 eV/Å
HOMO-LUMO gap (alpha / beta): 8.1 / 8.2 eV

=====

# C23H34IrN4O8S2

C23H34IrN4O8S2 as an isolated structure in a non-equilibrium geometry (the ωB97M-V functional and the def2-TZVPD basis, OMol25).

Structure (XYZ):
```
72
Properties=species:S:1:pos:R:3:mulliken_spin:R:1
H -0.86 -2.14 0.62 -0.009
H -2.61 3.33 2.31 0.000
C 4.38 -0.36 2.88 0.026
H -4.78 2.71 1.30 0.000
H -0.62 0.37 -0.07 -0.011
H 0.41 -1.58 -1.40 -0.122
H -6.09 1.24 -0.09 -0.001
C -5.24 0.79 -0.62 -0.002
C -3.47 -1.75 -1.55 -0.008
H -5.37 -0.30 -0.59 0.000
C -2.81 -2.01 -0.34 0.020
H -3.12 -1.87 1.77 0.000
H -4.61 -2.00 0.83 0.000
O 0.92 -1.44 -3.97 0.021
H -3.58 -3.43 1.05 0.000
C 0.50 -1.23 3.36 -0.016
H 0.59 0.65 4.40 -0.004
C -1.35 -1.35 -2.64 0.000
C -2.76 0.53 -0.37 0.009
C 4.34 -0.76 -0.91 0.079
C -2.74 -1.42 -2.70 0.006
N 2.99 -0.39 2.60 0.134
H -3.27 -1.21 -3.63 0.001
O -0.27 3.20 3.02 0.021
C 1.39 1.78 -1.03 0.059
H 6.18 0.08 1.78 -0.006
C 0.20 0.27 3.44 0.043
C -1.41 -1.97 -0.31 0.041
H -4.55 -1.79 -1.60 -0.001
H 4.72 -1.32 3.28 -0.001
C -3.94 1.18 0.01 0.004
H -1.17 1.14 -4.67 0.000
H 0.94 -1.52 -0.14 0.179
H -0.37 2.56 -3.08 0.000
S 0.11 2.33 1.90 0.012
N 2.99 -0.39 -0.63 0.166
C -2.66 2.56 1.55 0.000
H 1.93 2.22 -3.09 0.000
C -0.10 1.52 -2.88 0.021
C -3.88 2.20 0.98 -0.003
H 1.84 0.51 -2.68 -0.001
O 0.73 3.04 0.79 0.009
H 4.61 0.42 3.61 0.001
H -2.77 -0.27 -1.11 0.006
C -1.50 1.90 1.16 -0.006
H 1.75 -0.95 -1.50 0.649
H -0.89 0.36 3.48 0.009
H 2.11 0.51 3.30 0.004
O 0.84 0.90 -0.31 0.001
H 2.05 -1.19 3.41 -0.006
N 0.82 0.96 2.31 0.129
C 5.12 -0.06 1.54 0.036
C -0.68 -1.65 -1.46 -0.038
H -5.27 1.13 -1.66 0.001
C -1.53 0.88 0.20 -0.015
N -0.41 0.76 -4.11 -0.003
H 4.54 -2.05 0.84 -0.003
H 4.37 -1.61 -1.60 -0.010
H 2.52 0.56 -1.25 -0.123
S -0.43 -0.93 -4.10 0.027
H 4.88 0.07 -1.37 0.012
C 5.03 -1.16 0.43 0.007
O -1.24 -1.30 -5.24 -0.001
O 1.94 2.86 -0.70 0.066
H 6.05 -1.46 0.18 0.000
Ir 1.59 -0.39 0.98 2.573
C -3.57 -2.35 0.90 -0.002
O 0.86 -1.68 2.24 0.003
O 0.31 -1.88 4.44 0.029
C 1.37 1.48 -2.52 0.002
H 4.78 0.91 1.14 -0.007
H -0.79 1.21 -2.09 -0.004
```

2S+1: 5
Charge: -1
Maximum force: 7.89 eV/Å
HOMO-LUMO gap (alpha / beta): 5.5 / 6.4 eV

=====

# C23H34N2O3

One molecule with the formula C23H34N2O3 (the ωB97M-V functional and the def2-TZVPD basis, OMol25).

Structure (XYZ):
```
62
Properties=species:S:1:pos:R:3:nbo_charge:R:1
C 0.59 1.26 3.60 0.077
H -2.30 0.26 5.20 0.195
H -3.30 -1.07 0.72 0.219
C -2.03 0.67 0.52 -0.390
C 1.11 0.75 2.42 -0.262
N -0.93 -2.20 0.04 -0.442
O -2.10 3.14 2.98 -0.628
H -3.90 1.62 1.05 0.214
C 1.57 -1.26 -4.58 -0.427
C 1.84 1.56 1.56 -0.212
H 0.58 -3.03 -2.77 0.191
C -0.25 0.39 4.49 -0.462
H -2.65 2.76 0.53 0.240
H 2.84 -1.90 -2.98 0.202
C -2.86 -0.33 2.68 -0.216
H 1.04 1.55 -4.62 0.160
C -0.47 -1.25 -2.17 -0.404
H -1.72 -2.95 -1.71 0.193
H 0.14 0.40 5.51 0.213
H 2.45 -0.49 -6.40 0.162
H 2.38 2.69 -4.86 0.197
O 2.96 0.77 -4.85 -0.538
H 0.63 -0.73 -4.73 0.196
C 1.33 -2.37 -0.86 -0.392
H -0.24 -0.28 -1.74 0.205
H 0.59 -3.21 1.00 0.251
H -0.03 -4.01 -0.46 0.186
H -1.73 1.92 4.89 0.234
H -3.95 -0.27 2.73 0.188
C -1.30 -1.66 1.22 0.708
H 1.47 -2.25 -5.01 0.206
C 0.85 2.58 3.93 -0.221
H 1.62 -1.44 -0.38 0.203
H 1.76 4.42 3.34 0.211
H 2.64 3.51 1.22 0.209
C 0.81 -2.08 -2.27 -0.217
N -2.30 0.89 3.21 -0.457
C 0.25 -3.04 -0.02 -0.227
C -1.49 -1.97 -1.27 -0.209
C -1.71 0.89 4.53 -0.207
H 2.24 1.15 0.64 0.204
O -0.75 -1.99 2.26 -0.661
H 3.63 -1.07 -5.20 0.185
H 1.77 1.74 -6.24 0.164
C 1.98 1.73 -5.16 -0.251
C 2.07 2.88 1.89 -0.225
H -0.92 -1.10 -3.15 0.210
C 1.58 3.39 3.08 -0.199
C 2.69 -0.53 -5.33 -0.053
C 1.89 -1.36 -3.09 -0.394
H -0.97 0.87 0.69 0.227
H -2.53 -1.15 3.31 0.246
H 2.05 -0.35 -2.69 0.210
C -2.83 1.84 1.09 -0.490
C -2.44 -0.63 1.22 -0.315
H 2.20 -3.02 -0.90 0.213
H 0.46 2.99 4.85 0.210
C -2.39 2.05 2.52 0.691
H -0.24 -0.64 4.13 0.238
H 0.93 -0.29 2.17 0.221
H -2.42 -1.40 -1.21 0.211
H -2.19 0.61 -0.56 0.209
```

Energy relative to the best compared isomer or geometry (same formula, charge and spin): 0.411 eV
Maximum force: 0.58 eV/Å
HOMO-LUMO gap: 9.2 eV

=====

# C23H34N2O5

One molecule with the formula C23H34N2O5 (the ωB97M-V functional and the def2-TZVPD basis, OMol25).

Structure (XYZ):
```
64
Properties=species:S:1:pos:R:3:nbo_charge:R:1
C -2.39 0.13 0.26 -0.254
H 3.09 -2.04 9.16 0.157
H -0.82 -2.01 -4.93 0.212
H -3.77 0.32 -1.36 0.223
O -0.37 3.87 -8.05 -0.713
C -0.88 0.02 -4.21 -0.216
C -0.62 1.52 -1.34 -0.184
C 1.45 -0.82 2.06 -0.439
H 1.63 -0.67 1.00 0.220
H -0.19 -1.01 4.26 0.212
H 0.07 0.28 -4.70 0.188
C -2.34 1.72 -3.16 0.678
C -1.89 1.22 -1.82 -0.159
H -3.71 0.17 -5.90 0.210
C -2.16 1.61 -5.57 -0.057
C 0.42 0.18 2.59 0.104
C 2.99 -1.99 4.86 0.695
H 0.76 1.38 0.27 0.210
C 2.62 -2.19 6.32 -0.537
C 3.40 -3.10 9.17 -0.249
H 3.08 -3.55 10.10 0.195
C -0.23 1.13 -0.07 -0.268
H -1.93 2.64 -8.21 0.175
C 0.24 -0.02 4.10 -0.420
H -2.35 -1.60 -6.89 0.214
C -1.85 -0.77 -6.38 -0.402
H -0.45 2.91 -5.54 0.204
H 2.85 -4.32 6.21 0.202
N -1.76 1.16 -4.25 -0.440
C -1.51 -1.17 -4.94 -0.406
H 3.18 0.32 2.68 0.186
H -0.28 1.57 -6.69 0.203
H 1.47 -0.06 5.87 0.221
O 2.77 -3.83 8.14 -0.533
H -0.46 0.72 4.49 0.222
C -1.11 0.42 0.74 0.307
C -1.45 3.22 -7.42 -0.053
H -2.94 2.37 -5.40 0.251
C -0.99 2.30 -6.28 -0.436
H -2.17 3.95 -7.03 0.160
H 0.08 4.42 -7.41 0.462
H 0.07 2.07 -1.96 0.215
H 4.49 -3.15 9.08 0.165
C 3.20 -3.51 6.84 -0.051
H -0.93 -0.55 -6.92 0.196
H 3.00 -1.35 6.91 0.221
O -0.86 -0.02 2.00 -0.495
H -2.42 -1.46 -4.42 0.201
C 1.59 0.09 4.80 -0.211
N 2.52 -0.87 4.26 -0.442
C -2.76 0.45 -6.37 -0.406
H -0.67 -0.25 -3.18 0.230
H 1.06 -1.83 2.20 0.218
C 2.76 -0.68 2.84 -0.227
O 3.70 -2.78 4.27 -0.633
C -2.77 0.54 -1.00 -0.156
H 2.00 1.10 4.64 0.192
O -3.18 2.60 -3.25 -0.625
H 4.30 -3.47 6.79 0.173
H 1.53 -2.22 6.43 0.226
H 0.76 1.21 2.41 0.171
H -3.07 -0.40 0.90 0.226
H 3.48 -1.43 2.53 0.257
H -2.98 0.77 -7.38 0.211
```

Energy relative to the best compared isomer or geometry (same formula, charge and spin): 1.015 eV
Maximum force: 0.54 eV/Å
HOMO-LUMO gap: 9.2 eV

=====

# C23H34N4O5S

A 2-piece molecular cluster, C23H34N4O5S overall in a non-equilibrium geometry (the ωB97M-V functional and the def2-TZVPD basis, OMol25).

Structure (XYZ):
```
67
Properties=species:S:1:pos:R:3:nbo_charge:R:1
C 1.42 0.63 -1.05 0.288
H -0.80 -4.10 -4.53 0.210
H -0.47 1.33 -0.95 0.432
H -1.35 3.75 4.32 0.208
H -2.78 -5.62 3.79 0.204
H 0.23 1.87 3.96 0.219
H -1.95 -6.22 1.22 0.396
C -2.47 -4.28 1.26 0.670
H -1.24 -4.77 3.63 0.218
H 4.14 6.82 -0.95 0.192
C -0.50 -3.86 -3.51 -0.609
C -0.12 -4.43 -0.49 -0.619
O -2.66 -3.27 1.93 -0.648
O 1.90 5.53 -0.66 -0.612
N -3.83 -3.43 -0.60 -0.607
O -2.10 5.49 2.48 -0.666
C 0.83 2.99 -0.58 -0.074
C 4.37 6.35 0.02 -0.069
H 6.09 6.03 1.27 0.212
N 0.49 1.63 -1.04 -0.575
H 0.43 -4.39 -3.29 0.198
C -0.02 2.54 3.14 -0.180
C 0.55 2.34 1.88 -0.245
H -3.85 -2.50 -0.19 0.412
H 5.10 2.58 0.33 0.249
H -0.15 -5.52 -0.51 0.192
H 6.44 5.97 -0.47 0.209
N -2.07 -5.43 1.82 -0.603
C -6.01 -2.83 -1.48 -0.705
H 1.24 1.52 1.73 0.214
C 2.75 4.68 -0.40 0.781
H 5.04 3.11 -1.37 0.248
C 3.23 2.19 -0.65 0.293
O 4.02 4.96 -0.01 -0.520
H 0.04 -4.07 0.52 0.216
H -2.36 5.54 3.41 0.481
H 0.73 -4.08 -1.08 0.225
H -6.81 -3.30 -2.04 0.242
H 0.37 3.69 -1.28 0.233
C -0.66 4.25 1.03 -0.224
H -1.71 -5.37 -2.59 0.194
H 3.79 6.88 0.79 0.191
C -1.43 -3.85 -1.07 -0.212
H -1.29 -6.53 3.43 0.205
H -6.38 -2.54 -0.49 0.225
C -4.89 -3.83 -1.31 0.676
C -1.83 -5.60 3.25 -0.414
C -2.68 -4.27 -0.26 -0.121
C -0.91 3.60 3.34 -0.298
N 2.75 0.90 -0.80 -0.612
H 3.39 0.13 -0.95 0.433
H -2.54 -3.86 -2.93 0.210
C 2.34 3.26 -0.54 -0.223
S 0.98 -0.92 -1.40 -0.243
H -1.35 -2.76 -1.03 0.218
C -1.23 4.46 2.29 0.304
C 4.73 2.33 -0.67 -0.655
O -4.98 -4.94 -1.81 -0.647
C -1.62 -4.29 -2.55 -0.389
H -2.91 -5.30 -0.53 0.227
C 0.23 3.19 0.80 -0.025
H 6.15 7.54 0.32 0.220
H -0.92 4.94 0.23 0.226
H -5.64 -1.96 -2.01 0.223
H -0.34 -2.78 -3.44 0.213
H 5.21 1.40 -0.99 0.212
C 5.86 6.48 0.30 -0.623
```

Energy relative to the best compared isomer or geometry (same formula, charge and spin): 0.000 eV
Maximum force: 3.15 eV/Å
HOMO-LUMO gap: 8.5 eV

=====

# C23H34NO4PtSi

C23H34NO4PtSi as an isolated structure (the ωB97M-V functional and the def2-TZVPD basis, OMol25).

Structure (XYZ):
```
64
Properties=species:S:1:pos:R:3:nbo_charge:R:1
C 0.84 -1.06 -4.12 -0.264
C 2.95 -0.56 -0.42 0.141
C -0.19 -2.46 -2.46 -0.274
C 0.96 -1.50 3.47 -0.613
H -1.85 0.48 -2.75 0.225
H -2.45 1.41 3.42 0.233
C -4.00 1.06 0.10 -0.287
C -0.12 -0.09 -3.89 -0.186
H 1.14 -1.33 4.53 0.197
H 1.64 -0.88 -4.84 0.207
H -0.95 3.57 -0.67 0.248
C -4.29 -1.10 -1.54 -0.236
H 1.08 2.29 1.09 0.256
H -2.68 3.59 -0.32 0.231
C 0.80 -2.25 -3.41 -0.200
H 0.45 3.31 2.41 0.217
H -3.93 1.92 0.75 0.202
H 1.49 -0.71 2.91 0.210
H 3.00 0.63 1.38 0.231
N -1.64 0.63 0.46 -1.051
Si -1.39 2.14 1.28 1.853
C -2.83 0.28 -0.12 0.146
H 1.55 -3.01 -3.57 0.199
H -4.34 -1.98 -2.17 0.210
H 3.25 -1.87 -2.09 0.227
C -0.52 -1.50 3.12 -0.244
O 1.90 -1.44 0.11 -0.699
C 3.69 0.05 0.75 -0.638
H 0.62 1.55 2.64 0.231
H 4.47 0.72 0.38 0.237
H -1.84 -1.86 1.46 0.190
C 0.36 2.33 1.91 -1.140
H 2.18 -1.79 0.96 0.498
H -0.08 0.85 -4.41 0.209
H -1.12 -2.29 5.07 0.188
C 3.85 -1.41 -1.30 -0.623
H 4.61 -0.79 -1.75 0.238
C 2.31 0.60 -1.23 0.770
O -2.06 -1.77 -1.26 -0.512
C -5.40 -0.31 -1.30 -0.301
C -5.23 0.79 -0.47 -0.196
C -1.26 -2.51 4.01 -0.602
H 1.41 -2.47 3.21 0.181
C -1.13 -0.30 -2.96 -0.244
C -0.76 -1.79 1.64 -0.635
H -0.92 -0.50 3.34 0.192
C -2.46 2.34 2.84 -1.134
H -2.03 3.13 3.46 0.221
H -2.33 -2.50 3.79 0.206
H -1.58 4.55 0.67 0.219
C -1.15 -1.48 -2.23 0.311
H -0.35 -2.80 1.42 0.159
O 1.09 0.88 -1.00 -0.758
H 4.17 -0.72 1.37 0.189
H 4.32 -2.20 -0.70 0.186
O 3.07 1.20 -1.99 -0.705
C -3.05 -0.83 -0.97 0.269
Pt 0.06 -0.45 0.35 0.733
H -0.89 -3.52 3.81 0.190
H -6.07 1.44 -0.24 0.195
H -3.50 2.60 2.65 0.221
H -0.22 -3.37 -1.87 0.219
C -1.69 3.60 0.13 -1.143
H -6.35 -0.54 -1.75 0.199
```

Energy relative to the best compared isomer or geometry (same formula, charge and spin): 0.000 eV
Charge: -1
Maximum force: 0.09 eV/Å
HOMO-LUMO gap: 6.5 eV